Record 1
Computed, not measured: the molecule C21H27N3O4, with ωB97M-V with the def2-TZVPD basis set.

The geometry in XYZ format:
```
55
Properties=species:S:1:pos:R:3:forces:R:3
O 1.063 -1.075 0.180 0.272 -0.007 -0.181
C 0.492 -0.024 -0.080 -0.357 -0.079 0.296
C 1.198 0.965 -0.937 0.702 0.477 -0.637
C 2.602 0.918 -1.147 0.003 0.555 -0.511
C 2.843 1.957 -2.000 0.065 -0.779 0.682
C 4.101 2.478 -2.623 -0.122 -0.117 -0.159
O 4.214 3.878 -2.563 0.005 0.211 0.026
C 4.330 4.488 -1.342 0.029 0.227 0.142
C 4.358 5.881 -1.373 -0.030 -0.183 -0.132
C 4.480 6.601 -0.203 -0.004 -0.024 -0.053
C 4.575 5.945 1.015 0.011 -0.012 0.174
C 4.549 4.564 1.046 0.018 0.127 0.067
C 4.428 3.829 -0.124 0.023 -0.249 -0.246
O 1.683 2.566 -2.285 0.596 0.218 -0.327
N 0.679 1.953 -1.626 -0.813 -0.385 0.363
N -0.715 0.284 0.433 0.018 -0.063 0.236
C -1.570 1.388 0.069 -0.218 0.408 -0.424
C -2.762 0.866 -0.736 -0.053 0.095 0.326
C -3.507 -0.213 0.049 0.234 -0.115 -0.304
C -2.546 -1.335 0.454 -0.156 0.153 0.360
C -3.252 -2.439 1.256 0.082 0.096 -0.260
N -2.934 -3.764 0.753 -0.090 -0.094 0.087
C -3.833 -4.772 1.289 0.078 -0.293 -0.155
C -3.520 -6.122 0.644 -0.358 0.169 0.117
O -2.189 -6.509 0.883 0.065 -0.109 0.121
C -1.303 -5.532 0.389 0.225 0.302 0.039
C -1.561 -4.164 1.020 0.016 -0.288 -0.205
C -1.390 -0.709 1.243 0.089 -0.510 -0.038
H 3.285 0.215 -0.720 0.195 -0.134 0.088
H 4.095 2.252 -3.695 0.066 -0.023 0.206
H 4.963 1.980 -2.160 -0.151 0.025 -0.058
H 4.282 6.373 -2.330 -0.013 0.067 -0.116
H 4.500 7.680 -0.240 0.002 0.088 -0.019
H 4.667 6.508 1.931 0.007 0.046 0.077
H 4.623 4.041 1.988 0.007 -0.040 0.070
H 4.411 2.752 -0.065 -0.002 -0.049 -0.010
H -1.009 2.116 -0.514 -0.221 -0.044 0.254
H -1.928 1.856 0.994 0.040 0.022 -0.044
H -3.430 1.695 -0.970 0.000 0.043 -0.069
H -2.395 0.448 -1.675 0.015 0.023 -0.092
H -4.316 -0.620 -0.559 -0.091 -0.030 0.048
H -3.947 0.228 0.948 -0.086 0.006 0.074
H -2.142 -1.787 -0.456 0.036 -0.015 0.009
H -4.333 -2.315 1.157 0.018 0.016 0.074
H -3.004 -2.343 2.329 -0.053 -0.018 0.026
H -4.863 -4.491 1.056 -0.004 -0.014 0.039
H -3.731 -4.864 2.386 -0.043 0.006 -0.036
H -4.151 -6.906 1.066 -0.017 0.068 -0.065
H -3.699 -6.049 -0.440 -0.026 -0.021 0.080
H -0.297 -5.880 0.627 -0.029 0.067 -0.063
H -1.414 -5.449 -0.702 0.052 0.006 0.070
H -0.874 -3.442 0.578 0.077 0.039 0.022
H -1.368 -4.223 2.107 0.023 0.045 -0.028
H -0.655 -1.459 1.535 -0.136 0.104 0.067
H -1.779 -0.217 2.141 0.004 -0.012 -0.010
```
Positions in Å, forces in eV/Å.

Its SMILES is O=C(c1cc(COc2ccccc2)on1)N1CCC[C@H](CN2CCOCC2)C1. The energy above the lowest of the compared OMol25 structures with the same formula, charge and spin is 81.4 kcal per mole. As for the gap between HOMO and LUMO: 9.5 eV. The HOMO energy comes out at -8.744 eV. The calculation puts the molar mass at 385.46 g/mol. The LUMO energy is 0.73 eV.



Record 2
Computed, not measured: the molecule C21H27N3O4, with ωB97M-V with the def2-TZVPD basis set.

The geometry in XYZ format:
```
55
Properties=species:S:1:pos:R:3:forces:R:3
C 1.676 -0.926 6.923 -0.140 -0.109 0.049
C 0.422 -1.720 6.557 0.038 0.175 0.077
C 0.028 -1.468 5.146 -0.222 -0.014 -0.491
C 0.723 -1.855 3.967 -0.488 0.298 -0.524
C -0.042 -1.359 2.954 0.582 -0.293 0.558
C 0.087 -1.402 1.468 -0.193 -0.076 -0.012
N -0.190 -0.107 0.886 -0.270 -0.233 0.295
C 0.701 0.545 0.106 -0.353 0.427 0.073
O 1.782 0.077 -0.181 0.432 -0.074 -0.087
C 0.226 1.921 -0.364 0.357 -0.041 -0.272
C 1.249 2.525 -1.320 -0.033 0.086 0.251
C 0.679 3.801 -1.919 0.073 -0.099 -0.137
C -0.517 3.465 -2.784 0.302 0.203 0.368
O -0.744 4.014 -3.845 -0.001 0.169 -0.400
N -1.305 2.475 -2.305 -0.171 -0.182 -0.080
C -2.443 2.060 -3.105 -0.072 0.141 -0.408
C -2.055 1.001 -4.152 -0.053 0.116 0.251
C -1.318 -0.137 -3.507 0.012 0.002 -0.231
C 0.067 -0.190 -3.546 -0.265 -0.022 -0.035
C 0.774 -1.160 -2.858 0.191 -0.279 0.167
C 0.093 -2.104 -2.099 -0.136 0.085 -0.060
O 0.682 -3.074 -1.347 -0.331 0.047 -0.035
C 2.091 -3.085 -1.268 0.281 0.037 0.012
C -1.303 -2.080 -2.082 0.137 -0.111 0.105
C -1.994 -1.110 -2.778 0.137 -0.014 -0.064
C -1.177 1.848 -1.005 -0.168 -0.079 0.354
O -1.108 -0.726 3.479 0.264 -0.152 -0.987
N -1.048 -0.798 4.832 -0.177 0.064 1.297
H 2.509 -1.205 6.282 0.112 0.018 -0.028
H 1.953 -1.120 7.956 0.089 0.013 0.081
H 1.493 0.140 6.808 0.029 0.092 -0.009
H -0.407 -1.430 7.203 -0.012 -0.098 0.005
H 0.614 -2.788 6.687 -0.098 0.019 0.039
H 1.634 -2.409 3.893 0.241 -0.118 -0.081
H -0.601 -2.150 1.055 0.169 0.041 0.027
H 1.107 -1.675 1.193 -0.175 -0.028 0.057
H -1.055 0.331 1.156 0.063 0.106 -0.107
H 0.174 2.556 0.529 -0.009 -0.044 -0.066
H 1.472 1.807 -2.109 0.069 0.010 0.018
H 2.176 2.724 -0.782 -0.006 -0.064 -0.059
H 1.410 4.315 -2.543 -0.131 0.015 -0.003
H 0.367 4.489 -1.128 -0.004 0.064 0.015
H -3.215 1.671 -2.436 0.028 0.020 0.016
H -2.826 2.943 -3.622 -0.069 -0.121 0.120
H -1.420 1.479 -4.899 -0.053 0.012 -0.046
H -2.966 0.649 -4.640 -0.004 0.015 -0.080
H 0.607 0.545 -4.126 0.060 0.093 -0.061
H 1.851 -1.158 -2.904 0.116 -0.008 0.049
H 2.543 -3.316 -2.237 -0.017 -0.002 0.022
H 2.472 -2.125 -0.905 -0.012 -0.054 -0.019
H 2.340 -3.874 -0.560 0.034 0.040 -0.060
H -1.824 -2.834 -1.512 -0.055 -0.102 0.071
H -3.075 -1.102 -2.748 -0.129 -0.004 0.012
H -1.456 0.798 -1.138 -0.005 0.186 0.080
H -1.913 2.308 -0.328 0.037 -0.169 -0.024
```
Positions in Å, forces in eV/Å.

Its SMILES is CCc1cc(CNC(=O)[C@H]2CCC(=O)N(CCc3ccc(OC)cc3)C2)on1. The energy above the lowest of the compared OMol25 structures with the same formula, charge and spin is 43.1 kcal per mole. As for the gap between HOMO and LUMO: 9.0 eV. The HOMO energy comes out at -8.391 eV. The calculation puts the molar mass at 385.46 g/mol. The LUMO energy is 0.57 eV.



Record 3
Computed, not measured: the molecule C21H27N3O4S, with ωB97M-V with the def2-TZVPD basis set.

The geometry in XYZ format:
```
56
Properties=species:S:1:pos:R:3:forces:R:3
C 1.970 -3.645 5.048 0.086 -0.166 0.235
O 1.759 -2.976 3.829 -0.270 0.348 -0.414
C 0.624 -2.218 3.691 0.099 0.023 -0.204
C -0.357 -2.072 4.657 0.153 -0.105 0.034
C -1.466 -1.273 4.411 -0.055 0.051 -0.024
C -1.601 -0.626 3.200 -0.051 0.010 0.031
C -0.631 -0.776 2.221 0.000 -0.119 0.186
C 0.486 -1.559 2.454 -0.514 0.152 0.388
N 1.473 -1.740 1.486 0.660 0.344 -0.457
S 1.993 -0.558 0.417 0.122 -0.260 0.129
O 1.503 0.734 0.803 -0.229 -0.331 -0.028
O 3.406 -0.754 0.284 -0.138 -0.341 -0.088
C 1.205 -1.029 -1.113 0.257 0.184 0.290
C 1.784 -1.983 -1.921 0.128 -0.088 0.028
C 1.155 -2.304 -3.114 -0.021 0.107 0.222
C -0.009 -1.668 -3.516 -0.067 0.135 0.011
C -0.655 -2.019 -4.822 0.055 0.042 0.100
C -0.578 -0.680 -2.688 0.560 -0.186 0.287
N -1.739 -0.046 -3.095 -0.332 -0.265 -0.383
C -2.358 1.124 -2.650 0.102 -0.223 -0.235
O -3.543 1.278 -2.864 -0.350 0.067 0.000
N -1.561 2.038 -2.064 0.388 0.180 0.194
C -2.085 3.274 -1.517 -0.476 0.271 0.089
C -1.247 4.467 -1.982 0.098 -0.195 -0.071
C 0.127 4.499 -1.313 -0.200 0.290 0.104
C -0.019 4.513 0.205 0.190 -0.265 -0.057
C -0.780 3.277 0.673 -0.190 0.264 0.053
C -2.157 3.217 0.014 0.095 -0.098 -0.100
C 0.036 -0.394 -1.470 -0.175 0.088 0.003
H 2.034 -2.943 5.885 -0.018 -0.021 -0.049
H 2.923 -4.162 4.939 -0.078 0.018 0.065
H 1.181 -4.378 5.245 0.028 0.053 -0.013
H -0.268 -2.568 5.610 0.056 -0.069 0.059
H -2.218 -1.163 5.177 -0.066 0.009 0.059
H -2.462 -0.005 3.007 -0.084 0.060 -0.026
H -0.726 -0.269 1.278 -0.089 0.067 -0.102
H 2.238 -2.315 1.808 0.248 -0.010 -0.107
H 2.709 -2.446 -1.619 0.148 -0.110 -0.041
H 1.589 -3.056 -3.757 0.042 -0.059 -0.077
H -0.031 -2.712 -5.380 -0.011 -0.046 -0.048
H -1.624 -2.493 -4.659 -0.107 -0.042 -0.076
H -0.811 -1.127 -5.428 -0.055 0.042 -0.085
H -2.343 -0.577 -3.708 -0.014 0.182 0.136
H -0.566 1.900 -2.027 -0.033 -0.124 -0.106
H -3.102 3.359 -1.916 0.232 0.008 0.068
H -1.786 5.381 -1.730 -0.028 0.054 -0.004
H -1.139 4.431 -3.068 -0.086 0.043 -0.013
H 0.667 5.388 -1.646 0.079 -0.085 -0.061
H 0.717 3.629 -1.609 0.127 -0.042 -0.059
H 0.967 4.532 0.671 0.010 0.096 0.053
H -0.557 5.414 0.509 0.006 0.077 0.043
H -0.903 3.308 1.757 0.044 -0.104 0.026
H -0.191 2.388 0.445 0.001 -0.080 0.003
H -2.752 4.068 0.354 -0.069 0.034 0.049
H -2.680 2.306 0.310 -0.105 0.017 -0.007
H -0.390 0.314 -0.779 -0.104 0.119 -0.005
```
Positions in Å, forces in eV/Å.

Its SMILES is COc1ccccc1NS(=O)(=O)c1ccc(C)c(NC(=O)NC2CCCCC2)c1. The energy above the lowest of the compared OMol25 structures with the same formula, charge and spin is 34.8 kcal per mole. As for the gap between HOMO and LUMO: 8.9 eV. The HOMO energy comes out at -8.307 eV. The calculation puts the molar mass at 417.53 g/mol. The LUMO energy is 0.62 eV.